[1]
Computed, not measured: a 2-piece molecular cluster, C3H9NO3 overall, with ωB97M-V/def2-TZVPD.

Structure (XYZ):
```
16
Properties=species:S:1:pos:R:3:forces:R:3
C 2.1743 -0.0786 -1.0775 -0.418 -0.661 -0.801
N 1.0434 -0.9157 -0.7094 0.591 1.321 2.382
C -0.1959 -0.2805 -0.2243 0.778 -0.426 -1.285
C -1.2628 -1.3217 0.0587 -0.671 0.808 1.188
O -2.0827 -0.8198 0.9941 0.126 -0.117 -0.361
O -1.3455 -2.4032 -0.4184 0.429 -0.463 -0.570
H 2.9036 -0.6681 -1.6335 -0.007 -0.127 -0.056
H 1.8569 0.7670 -1.6637 -0.053 0.353 0.008
H 2.6624 0.1775 -0.1341 0.046 0.292 0.120
H 1.3782 -1.5656 0.0118 -0.380 -0.989 -0.838
H 0.1173 0.2541 0.6749 -0.092 -0.006 0.327
H -0.4875 0.4982 -0.9189 -0.393 0.040 -0.172
H -2.7877 -1.4687 1.1514 -0.062 0.002 0.048
H -0.6397 2.4833 1.6781 -0.333 0.226 -0.106
H -2.0679 2.8870 1.2700 0.238 -0.124 -0.090
O -1.2664 2.4546 0.9409 0.201 -0.128 0.207
```
Positions in Å, forces in eV/Å.

multiplicity = 2
orbital gap (spin up / spin down) = 11.62 / 6.83 eV
net charge = +1

---

[2]
Computed, not measured: a 2-piece molecular cluster, C3H9NO3P overall, with ωB97M-V/def2-TZVPD.

Structure (XYZ):
```
17
Properties=species:S:1:pos:R:3:forces:R:3
C 1.1956 0.7445 0.1014 -0.741 4.091 -1.815
C 0.1041 -0.6690 -1.2707 -0.907 -5.412 -5.496
C -1.1001 1.4292 -0.7329 0.863 -0.528 1.504
N 0.0275 0.4982 -0.7674 2.643 4.480 4.050
O 2.0313 -0.3306 0.0486 1.646 -2.004 0.434
O 0.8067 1.0361 1.3583 0.001 -0.001 1.637
O -0.8349 -1.4513 1.1197 1.488 2.278 1.201
P 1.5760 -1.6604 -0.7732 -3.951 2.964 -0.024
H 1.7010 1.7385 -0.2564 -0.422 -1.919 0.306
H -0.7226 -0.8204 -2.0223 1.428 -0.838 0.596
H -1.7521 0.8083 -1.3326 -1.123 1.328 -0.388
H -1.4779 1.5723 0.3321 0.307 -0.507 -1.304
H -0.7228 2.4368 -1.0256 -0.747 -0.808 -0.542
H -0.8391 -1.0108 2.0187 -0.534 -1.367 -1.339
H 0.7343 0.2357 1.8933 0.107 0.064 -0.032
H -1.3815 -2.2054 1.0894 -1.369 -1.341 0.557
H 0.6546 -2.3517 0.2198 1.313 -0.482 0.656
```
Positions in Å, forces in eV/Å.

multiplicity = 3
orbital gap (spin up / spin down) = 6.39 / 6.46 eV
net charge = +1

---

[3]
Computed, not measured: a 2-piece molecular cluster, C3H9NO4 overall, with ωB97M-V/def2-TZVPD.

Structure (XYZ):
```
17
Properties=species:S:1:pos:R:3:forces:R:3
O -2.2333 1.4327 0.2942 0.064 -0.330 0.077
C -1.0860 1.1024 0.2217 0.317 0.876 0.094
O -0.1304 1.9206 -0.2980 0.144 0.069 -0.398
C -0.4664 -0.2268 0.6678 0.469 0.533 -1.367
C 1.0569 -0.1656 0.8379 -0.142 0.199 1.319
O 1.5129 -1.2361 1.6486 1.608 -0.285 -1.447
N -0.8887 -1.1607 -0.3617 -0.920 -0.001 0.907
H -0.5220 2.7279 -0.6828 -0.162 -0.455 0.357
H -0.8899 -0.4155 1.6526 -0.326 -0.449 -0.123
H 1.3764 0.7790 1.2933 -0.165 0.003 -0.040
H 1.6042 -0.2735 -0.0910 -0.201 0.094 -0.223
H 0.9679 -1.5159 2.3534 -1.243 0.085 1.006
H -0.5556 -1.0110 -1.2885 0.405 0.338 -0.397
H -0.8911 -2.1232 -0.1230 0.094 -0.638 0.314
H 1.4219 -1.7654 -1.7274 0.299 0.499 -0.141
H 1.8658 -0.3528 -2.3092 -0.193 -0.723 0.178
O 1.5237 -1.2363 -2.5329 -0.048 0.185 -0.116
```
Positions in Å, forces in eV/Å.

multiplicity = 1
orbital gap = 9.99 eV
SMILES string = N[C@@H](CO)C(=O)O.O

---

[4]
Computed, not measured: C3H9NO6S as an isolated structure, with ωB97M-V/def2-TZVPD.

Structure (XYZ):
```
20
Properties=species:S:1:pos:R:3:forces:R:3
C 1.7588 -1.2085 0.5825 2.063 -0.652 0.605
C 1.3802 0.2411 0.2383 1.410 -0.921 0.040
C -0.0992 0.4932 0.0359 -0.063 0.073 -2.227
N -0.6367 1.6610 0.6544 -0.035 0.611 1.498
O -1.6861 -0.7240 -1.7566 -1.886 0.054 -0.354
O -2.8340 0.9353 -0.2675 -1.629 -1.240 -1.924
O -3.1646 -1.3101 0.2248 -1.495 -2.039 -0.043
O 1.4492 -2.0043 -0.5419 -1.083 0.506 -0.109
O 2.1264 0.6297 -0.9189 -0.618 -1.164 -1.560
O -0.9325 -0.5924 0.4193 0.030 0.611 0.751
S -2.2712 -0.4987 -0.4647 1.419 -0.281 -0.141
H 2.8460 -1.4427 0.8537 -0.922 1.260 -1.060
H 1.3741 -1.6282 1.4946 -1.402 0.170 0.445
H 1.6243 0.9462 1.0121 0.817 0.134 0.433
H -0.2280 0.6153 -1.1164 0.311 0.115 2.011
H -0.5004 2.4232 0.0189 0.377 0.975 0.654
H -0.5462 1.7882 1.7042 0.368 0.016 -2.125
H -2.1936 1.4601 0.2021 1.767 1.269 1.149
H 0.5245 -1.7182 -0.6972 0.360 -1.067 -0.416
H 2.0089 -0.0663 -1.6774 0.211 1.568 2.372
```
Positions in Å, forces in eV/Å.

multiplicity = 1
orbital gap = 10.97 eV

---

[5]
Computed, not measured: an isolated ion of composition C3H9NOP and charge +1, with ωB97M-V/def2-TZVPD.

Structure (XYZ):
```
15
Properties=species:S:1:pos:R:3:forces:R:3
C -0.7393 -1.2292 -0.4845 -0.538 4.425 -0.473
C -1.3337 -0.3422 0.7133 -2.531 -1.637 -1.632
C 0.7933 0.4065 0.4788 -2.823 -2.720 0.932
N 0.7056 -0.7996 -0.4271 -1.242 1.611 -1.066
O -0.2269 0.0330 1.3989 2.614 1.559 1.225
P 0.3855 1.9693 -0.6233 0.768 1.325 -0.249
H -0.7685 -2.2231 -0.2597 -0.396 -2.707 0.144
H -1.0360 -0.8834 -1.5321 -0.297 -0.930 1.599
H -1.9129 0.5141 0.3869 0.270 0.659 -0.830
H -2.1710 -0.8363 1.3025 1.801 -0.072 -0.125
H 1.7640 0.5663 0.9450 0.103 -0.030 0.129
H 1.2423 -1.4749 -0.0086 1.903 -2.386 0.876
H 0.9205 -0.6448 -1.4199 0.879 0.555 0.108
H 1.6952 2.1808 -0.9961 0.368 0.079 -1.370
H 0.6817 2.7636 0.5259 -0.880 0.270 0.731
```
Positions in Å, forces in eV/Å.

multiplicity = 3
orbital gap (spin up / spin down) = 6.13 / 7.49 eV
net charge = +1

---

[6]
Computed, not measured: a 2-piece molecular cluster, C3H9NOS overall, with ωB97M-V/def2-TZVPD.

Structure (XYZ):
```
15
Properties=species:S:1:pos:R:3:forces:R:3
C 0.4865 2.9425 1.8615 -0.611 0.160 -0.523
S 0.9006 2.0276 0.3174 -0.138 -1.079 0.253
H 1.3487 3.5332 2.1701 -0.026 -0.155 -0.021
H -0.3188 3.6237 1.5637 0.205 0.012 0.341
H 0.1185 2.3568 2.7081 0.244 -0.202 -0.274
O -1.5630 -3.1268 -0.7997 2.946 1.955 -1.897
C -0.6798 -2.5267 -1.4528 -2.219 -1.372 0.732
C 0.0939 -1.3021 -1.0124 -0.506 -0.151 0.407
N -0.2877 -0.7587 0.3117 -1.999 0.179 -1.744
H -0.4534 -2.7696 -2.5404 -0.269 -0.273 0.953
H 1.1679 -1.4817 -1.0498 0.103 -0.294 0.189
H -0.0420 -0.6053 -1.8492 -0.250 0.400 0.420
H 0.3216 0.5887 0.4511 0.588 1.763 0.271
H -1.3408 -0.5827 0.3160 1.872 -0.421 0.104
H -0.0957 -1.4620 0.9891 0.061 -0.523 0.788
```
Positions in Å, forces in eV/Å.

multiplicity = 1
orbital gap = 8.34 eV
SMILES string = NCC=O.CS

---

[7]
Computed, not measured: a 2-piece molecular cluster, C3H9NOS overall, with ωB97M-V/def2-TZVPD.

Structure (XYZ):
```
15
Properties=species:S:1:pos:R:3:forces:R:3
C 0.1921 -3.0087 0.8585 0.520 -2.360 -2.481
S 0.6060 -4.3985 2.0208 -0.676 0.574 -0.857
C -0.2913 -3.9512 3.4857 1.246 -2.393 1.238
H -0.8635 -3.1953 0.5308 0.677 0.504 0.625
H 0.8283 -3.0107 -0.1415 -0.979 -0.339 2.409
H 0.3921 -2.1609 1.4410 -0.179 1.521 0.569
H -1.1535 -4.5562 3.8355 0.804 -0.752 -0.629
H 0.5049 -3.9952 4.2692 -0.654 -0.027 -0.303
H -0.7382 -3.0421 3.4800 -0.764 3.271 -0.561
C 0.0213 5.8750 -3.2116 -1.848 -2.143 2.699
N 0.2131 4.5354 -3.4011 1.614 2.821 -4.886
O -0.5415 6.1532 -2.1614 0.654 1.451 -0.600
H 0.2918 6.5567 -3.9966 0.283 0.423 -0.507
H 0.4790 4.2390 -4.3408 0.001 -0.373 0.883
H 0.0593 3.9596 -2.6686 -0.701 -2.179 2.402
```
Positions in Å, forces in eV/Å.

multiplicity = 2
orbital gap (spin up / spin down) = 7.64 / 2.68 eV
net charge = +1

---

[8]
Computed, not measured: C3H9NOS2 as an isolated structure, with ωB97M-V/def2-TZVPD.

Structure (XYZ):
```
16
Properties=species:S:1:pos:R:3:forces:R:3
C 1.4995 -0.4883 1.3749 -0.089 0.071 0.053
C 0.5236 0.4850 2.0189 0.080 0.010 0.369
C -0.6661 0.7580 1.1513 0.125 -0.044 -0.307
N -1.0768 -0.2575 -2.1297 0.248 0.249 0.475
O -1.7530 1.0868 1.5528 -0.186 -0.008 0.072
S 0.0762 -1.4210 -2.5557 -0.132 -0.062 -0.366
S -2.5899 -0.4858 -2.5878 0.065 0.930 0.541
H 2.3830 -0.6116 1.9962 0.072 -0.046 0.003
H 1.0358 -1.4631 1.2353 0.029 -0.087 -0.043
H 1.8102 -0.1198 0.3997 0.068 -0.053 -0.107
H 1.0141 1.4535 2.1743 -0.020 -0.005 0.025
H 0.1812 0.1404 2.9989 0.003 0.085 -0.067
H -0.4768 0.6397 0.0661 -0.111 0.055 -0.052
H -3.2460 -0.2201 -1.3972 -0.021 -0.214 -0.627
H 0.6732 -0.7339 -3.5531 0.022 -0.193 -0.011
H -2.9287 0.7854 -3.0381 -0.153 -0.688 0.041
```
Positions in Å, forces in eV/Å.

multiplicity = 1
orbital gap = 8.57 eV

---

Here are the calculated molecular weight numbers, same order: 107.11, 138.08, 123.11, 187.17, 106.08, 107.18, 107.18, 139.25 (Da).
Here are the calculated relative energy (zero: lowest compared OMol25 entry of this formula, charge and spin) numbers, same order: 0.053, 0.000, 0.702, 1.141, 3.366, 1.939, 0.904, 3.718 (eV).